(1)
This record from the Open Molecules 2025 dataset describes an isolated molecule of C3H3N3O. The level of theory is ωB97M-V/def2-TZVPD.

Summary:
**Kohn-Sham gap**: 0.34776 hartree
**Total charge**: 0
**SMILES string**: Oc1ccnnn1
**Highest occupied orbital energy**: -9.45 eV

CARTESIAN COORDINATES (ANGSTROEM)
O -1.422 -0.644 -1.321
C -0.529 -0.145 -0.627
C 0.210 -0.858 0.388
C 1.104 -0.037 1.009
N 1.083 1.209 0.834
N 0.377 1.803 0.027
N -0.381 1.071 -0.798
H -2.204 0.002 -1.500
H 0.136 -1.973 0.212
H 1.626 -0.427 1.774

Results of the natural (NBO) charge analysis, in e, for atoms 1 through 8:
1. O -0.64
2. C 0.49
3. C -0.28
4. C 0.02
5. N -0.25
6. N 0.04
7. N -0.34
8. H 0.52

(2)
This record from the Open Molecules 2025 dataset describes an isolated molecule of C4H3N3O. The level of theory is ωB97M-V/def2-TZVPD.

Summary:
**Kohn-Sham gap**: 0.33566 hartree
**Total charge**: 0
**SMILES string**: [H]/N=C1/N=CC(C=O)=N1
**Highest occupied orbital energy**: -11.04 eV

CARTESIAN COORDINATES (ANGSTROEM)
H 1.593 -1.735 -1.892
N 1.106 -2.284 -1.212
C 0.494 -1.369 -0.528
N -0.197 -1.585 0.657
C -0.554 -0.448 1.073
C -0.210 0.577 0.053
C -0.449 2.010 0.169
O -1.070 2.385 1.177
N 0.424 0.052 -0.897
H -1.032 -0.240 2.055
H -0.106 2.638 -0.655

Results of the natural (NBO) charge analysis, in e, for atoms 1 through 8:
1. H 0.35
2. N -0.47
3. C 0.45
4. N -0.40
5. C 0.09
6. C 0.08
7. C 0.38
8. O -0.48

(3)
This record from the Open Molecules 2025 dataset describes a structure of composition C61H72N3O6Rb. The level of theory is ωB97M-V/def2-TZVPD.

Summary:
**Kohn-Sham gap**: 0.19314 hartree
**Total charge**: -2
**Highest occupied orbital energy**: -1.65 eV

CARTESIAN COORDINATES (ANGSTROEM)
Rb -0.016 -0.239 -0.342
C 3.162 -0.782 0.183
O 2.546 0.450 0.548
C 2.487 0.877 1.854
C 2.352 2.269 2.006
C 2.192 3.249 0.849
C 0.943 4.091 0.993
C 0.928 5.447 1.233
C -0.266 6.179 1.375
C -1.462 5.469 1.251
C -1.502 4.104 1.000
C -2.791 3.323 0.854
C -2.887 2.156 1.821
C -2.831 2.416 3.187
C -2.798 1.398 4.130
C -2.817 0.087 3.670
C -2.820 -0.214 2.320
C -2.564 -1.645 1.893
C -1.333 -2.261 2.540
C -1.335 -3.580 2.942
C -0.182 -4.241 3.390
C 0.994 -3.491 3.401
C 1.056 -2.152 3.033
C 2.426 -1.469 3.057
C 2.487 0.056 2.996
C 2.488 0.677 4.249
C 2.428 2.049 4.428
C 2.336 2.817 3.276
C 2.506 2.726 5.796
C 1.374 3.749 5.960
C 3.852 3.457 5.907
C 2.408 1.721 6.945
C -0.132 -1.456 2.637
O -0.141 -0.231 2.340
C -0.252 -5.718 3.769
C -1.266 -5.926 4.903
C -0.692 -6.551 2.553
C 1.098 -6.258 4.240
C -2.913 0.832 1.403
O -2.897 0.529 0.046
C -4.181 0.303 -0.487
C -2.577 1.653 5.619
C -1.240 1.006 6.015
C -2.514 3.145 5.947
C -3.711 1.027 6.440
C -0.289 3.368 0.870
O -0.261 2.126 0.650
C -0.205 7.675 1.675
C -1.596 8.301 1.795
C 0.532 7.916 3.002
C 0.545 8.414 0.555
H 4.130 -0.877 0.681
H 3.299 -0.767 -0.896
H 2.529 -1.641 0.418
H 2.147 2.695 -0.088
H 3.072 3.902 0.813
H 1.884 5.963 1.321
H -2.412 5.985 1.356
H -2.871 2.930 -0.163
H -3.640 3.998 1.014
H -2.743 3.454 3.486
H -2.689 -0.738 4.364
H -2.457 -1.686 0.803
H -3.431 -2.267 2.143
H -2.272 -4.131 2.863
H 1.926 -3.962 3.704
H 3.055 -1.924 2.295
H 2.898 -1.745 4.005
H 2.495 0.019 5.110
H 2.233 3.896 3.341
H 1.405 4.515 5.184
H 1.455 4.248 6.932
H 0.401 3.261 5.905
H 3.948 4.209 5.121
H 4.679 2.752 5.798
H 3.944 3.957 6.877
H 1.475 1.157 6.898
H 2.439 2.253 7.901
H 3.238 1.012 6.928
H -2.258 -5.577 4.613
H -0.963 -5.364 5.789
H -1.342 -6.987 5.170
H -1.669 -6.228 2.191
H -0.756 -7.615 2.807
H 0.023 -6.429 1.736
H 1.461 -5.711 5.112
H 1.851 -6.184 3.453
H 0.999 -7.313 4.514
H -4.721 -0.462 0.083
H -4.046 -0.041 -1.513
H -4.778 1.225 -0.486
H -0.443 1.332 5.343
H -1.290 -0.082 5.938
H -0.975 1.268 7.045
H -1.695 3.636 5.418
H -2.353 3.278 7.020
H -3.444 3.651 5.675
H -3.794 -0.043 6.245
H -4.668 1.490 6.190
H -3.528 1.165 7.511
H -2.169 7.843 2.603
H -2.163 8.186 0.869
H -1.503 9.370 2.007
H 0.007 7.418 3.820
H 0.596 8.987 3.228
H 1.545 7.514 2.966
H 0.026 8.283 -0.396
H 1.557 8.023 0.437
H 0.615 9.486 0.771
C -1.861 3.550 -3.372
C -1.331 2.653 -2.427
N -1.404 1.348 -2.564
C -2.016 0.845 -3.647
C -2.545 1.651 -4.667
C -2.459 3.044 -4.497
C -3.121 1.039 -5.832
C -3.143 -0.304 -5.969
C -2.626 -1.162 -4.940
C -2.614 -2.564 -5.044
C -2.097 -3.309 -4.018
C -1.630 -2.648 -2.867
N -1.662 -1.343 -2.734
C -2.104 -0.603 -3.763
H -1.781 4.615 -3.202
H -0.841 3.007 -1.525
H -2.864 3.701 -5.259
H -3.520 1.679 -6.611
H -3.557 -0.759 -6.863
H -3.000 -3.036 -5.942
H -2.044 -4.388 -4.079
H -1.199 -3.194 -2.033
N 0.190 -3.744 0.090
C 1.474 -4.343 -0.287
C 1.720 -4.332 -1.800
C 2.259 -2.957 -2.263
O 3.505 -2.863 -2.343
O 1.410 -2.042 -2.391
H 0.237 -3.355 1.027
H -0.530 -4.456 0.127
H 1.568 -5.371 0.096
H 2.268 -3.770 0.198
H 0.784 -4.570 -2.318
H 2.465 -5.092 -2.049

Results of the Mulliken charge analysis, in e, for atoms 1 through 8:
1. Rb 0.64
2. C -0.86
3. O -0.78
4. C 1.01
5. C 0.34
6. C -1.22
7. C -0.31
8. C -0.51

(4)
This record from the Open Molecules 2025 dataset describes a structure of composition C14H38F2N3O4Pd. The level of theory is ωB97M-V/def2-TZVPD.

Summary:
**Kohn-Sham gap (spin up / spin down)**: 0.24350 / 0.23919 hartree
**Total charge**: -1
**Multiplicity**: 3
**<S²>**: 2.004
**Highest occupied orbital energy (spin up / spin down)**: -3.98 / -3.87 eV

CARTESIAN COORDINATES (ANGSTROEM)
Pd 1.657 -0.024 0.091
F 3.644 -0.844 0.864
F 0.750 -0.187 2.190
C -0.575 -2.761 -2.722
C 0.785 -2.784 -1.968
O 0.897 -1.799 -0.988
H -1.455 -2.937 -2.103
H -0.552 -3.558 -3.465
H -0.711 -1.803 -3.223
H 1.622 -2.813 -2.666
H 0.725 -3.711 -1.398
C -0.790 -3.625 1.785
C -1.852 -2.545 1.856
C -2.092 -2.005 3.266
O -2.460 -3.069 4.169
C -3.809 -3.522 3.949
N -1.414 -1.475 0.976
H -0.961 -4.545 2.345
H 0.248 -3.331 1.939
H -0.811 -4.084 0.796
H -2.766 -2.998 1.470
H -2.833 -1.208 3.322
H -1.195 -1.528 3.662
H -4.217 -4.220 4.680
H -4.025 -3.879 2.942
H -4.492 -2.684 4.090
H -0.886 -1.854 0.203
H -0.713 -0.978 1.506
C -0.530 1.259 -2.550
C -0.668 2.007 -1.266
C -2.105 2.406 -0.955
O -2.166 2.876 0.421
C -3.478 3.145 0.878
N -0.232 1.038 -0.271
H 0.481 0.932 -2.796
H -0.799 1.901 -3.388
H -1.252 0.448 -2.654
H -0.040 2.896 -1.325
H -2.838 1.601 -1.011
H -2.452 3.231 -1.576
H -3.983 3.822 0.188
H -3.304 3.593 1.856
H -4.157 2.311 1.056
H -0.981 0.361 -0.280
H -0.465 1.520 0.586
C 3.812 4.057 0.108
C 3.000 2.823 -0.402
C 3.812 1.748 -1.173
O 2.819 0.886 -1.738
C 3.324 0.044 -2.740
N 2.336 2.138 0.772
H 4.656 3.755 0.727
H 3.112 4.622 0.724
H 4.105 4.702 -0.720
H 2.214 3.218 -1.046
H 4.582 1.224 -0.607
H 4.390 2.206 -1.975
H 3.924 -0.756 -2.305
H 3.945 0.510 -3.505
H 2.588 -0.468 -3.359
H 2.972 1.969 1.538
H 1.662 2.746 1.215

Results of the natural (NBO) charge analysis, in e, for atoms 1 through 8:
1. Pd 1.41
2. F -0.87
3. F -0.85
4. C -0.63
5. C -0.02
6. O -1.00
7. H 0.19
8. H 0.18

(5)
This record from the Open Molecules 2025 dataset describes a structure of composition C33H39BBr2CsN9O4. The level of theory is ωB97M-V/def2-TZVPD.

Summary:
**Kohn-Sham gap**: 0.21952 hartree
**Total charge**: -2
**Highest occupied orbital energy**: -2.19 eV

CARTESIAN COORDINATES (ANGSTROEM)
Cs 0.221 0.162 0.063
C -2.526 0.657 3.003
C -2.946 -0.679 2.481
C -3.961 -1.535 2.951
C -3.904 -2.644 2.126
C -4.730 -3.889 2.171
N -2.901 -2.430 1.243
N -2.323 -1.237 1.458
B -2.361 -3.398 0.171
N -0.901 -3.805 0.479
N 0.080 -2.892 0.584
C 1.198 -3.544 0.847
C 2.490 -2.823 1.051
C 0.946 -4.930 0.911
C -0.413 -5.050 0.675
C -1.242 -6.295 0.639
N -2.519 -2.804 -1.249
N -1.938 -1.651 -1.652
C -2.327 -1.446 -2.900
C -1.908 -0.246 -3.679
C -3.165 -2.492 -3.330
C -3.267 -3.336 -2.246
C -4.056 -4.602 -2.138
H -2.878 0.806 4.024
H -1.435 0.718 3.006
H -2.926 1.466 2.387
H -4.634 -1.384 3.781
H -5.462 -3.819 2.975
H -5.265 -4.049 1.231
H -4.108 -4.769 2.347
H -3.023 -4.396 0.215
H 2.446 -1.791 0.701
H 2.767 -2.787 2.107
H 3.294 -3.325 0.507
H 1.642 -5.732 1.106
H -0.615 -7.162 0.846
H -2.039 -6.259 1.385
H -1.713 -6.437 -0.336
H -1.411 0.474 -3.031
H -1.219 -0.510 -4.487
H -2.771 0.246 -4.135
H -3.642 -2.616 -4.290
H -4.573 -4.792 -3.079
H -3.415 -5.457 -1.918
H -4.799 -4.535 -1.340
C -0.801 -3.738 4.235
C 0.018 -2.701 4.955
C 0.384 -2.835 6.309
C 1.151 -1.862 6.899
C 1.570 -0.746 6.151
C 2.378 0.318 6.629
Br 2.984 0.330 8.442
C 2.745 1.348 5.803
C 2.334 1.391 4.473
Br 2.887 2.853 3.387
C 1.511 0.406 3.877
O 1.080 0.391 2.712
C 1.145 -0.697 4.797
N 0.393 -1.660 4.251
H -1.257 -4.449 4.926
H -0.178 -4.287 3.522
H -1.580 -3.242 3.653
H 0.055 -3.701 6.871
H 1.444 -1.943 7.938
H 3.368 2.150 6.178
C 1.315 5.700 -3.574
C 1.916 4.411 -4.123
C 0.886 3.333 -4.559
C -0.030 3.854 -5.673
C -0.988 2.778 -6.178
C 1.734 2.197 -5.094
O 2.240 2.194 -6.206
N 1.954 1.207 -4.200
C 1.434 1.120 -2.872
O 1.913 0.228 -2.176
N 0.462 1.947 -2.489
C 0.062 2.944 -3.310
O -0.917 3.643 -3.057
H 2.114 6.361 -3.230
H 0.646 5.493 -2.740
H 0.745 6.233 -4.336
H 2.567 3.964 -3.365
H 2.542 4.631 -4.993
H 0.603 4.207 -6.492
H -0.600 4.695 -5.283
H -0.441 1.929 -6.593
H -1.638 3.171 -6.964
H -1.619 2.418 -5.366
H 2.602 0.471 -4.442

Results of the Mulliken charge analysis, in e, for atoms 1 through 8:
1. Cs 1.55
2. C -1.15
3. C 0.65
4. C -1.36
5. C 0.76
6. C -1.31
7. N 0.88
8. N -0.08

(6)
This record from the Open Molecules 2025 dataset describes an isolated molecule of CH2N2S2. The level of theory is ωB97M-V/def2-TZVPD.

Summary:
**Kohn-Sham gap (spin up / spin down)**: 0.20653 / 0.22965 hartree
**Total charge**: 0
**Multiplicity**: 3
**<S²>**: 2.008
**Highest occupied orbital energy (spin up / spin down)**: -5.63 / -8.95 eV

CARTESIAN COORDINATES (ANGSTROEM)
C 0.770 0.193 0.006
N 0.147 -1.066 0.042
N -1.027 -1.308 0.078
S -0.589 1.548 0.088
S -2.102 0.146 0.018
H 1.578 0.434 0.678
H 1.223 0.052 -0.910

The molecule's natural (NBO) atomic charges, reported in e, are given here:
1. C -0.36
2. N -0.24
3. N -0.41
4. S 0.14
5. S 0.41
6. H 0.23
7. H 0.24

(7)
This record from the Open Molecules 2025 dataset describes a cluster of 2 separate species, C6H12O in total. The level of theory is ωB97M-V/def2-TZVPD.

Summary:
**Kohn-Sham gap**: 0.39682 hartree
**Total charge**: 0
**SMILES string**: C=C1C[C@@H]1CC.O
**Highest occupied orbital energy**: -9.86 eV

CARTESIAN COORDINATES (ANGSTROEM)
C 0.776 1.212 -1.317
C 0.520 0.008 -0.834
C 0.315 -1.418 -1.101
C -0.170 -0.771 0.200
C -1.621 -0.385 0.407
C -1.742 0.761 1.412
H 0.628 2.106 -0.714
H 1.144 1.339 -2.332
H -0.407 -1.693 -1.867
H 1.171 -2.085 -1.007
H 0.375 -1.091 1.091
H -2.021 -0.059 -0.562
H -2.218 -1.247 0.730
H -2.781 1.086 1.528
H -1.154 1.625 1.080
H -1.369 0.465 2.400
O 3.140 -0.230 0.225
H 2.673 0.341 -0.403
H 2.743 0.036 1.063

Results of the natural (NBO) charge analysis, in e, for atoms 1 through 8:
1. C -0.45
2. C 0.03
3. C -0.45
4. C -0.26
5. C -0.39
6. C -0.60
7. H 0.20
8. H 0.21

(8)
This record from the Open Molecules 2025 dataset describes an isolated molecule of C4H5NO2. The level of theory is ωB97M-V/def2-TZVPD.

Summary:
**Kohn-Sham gap**: 0.36387 hartree
**Total charge**: 0
**SMILES string**: N#C[C@H](O)CC=O
**Highest occupied orbital energy**: -10.28 eV

CARTESIAN COORDINATES (ANGSTROEM)
N 1.332 -0.039 2.317
C 0.676 0.064 1.377
C -0.599 -0.688 0.276
O -0.542 -2.033 0.298
C -0.226 0.074 -0.938
C 0.277 1.449 -0.324
O -0.470 2.244 0.198
H -1.495 -0.326 0.781
H 0.275 -2.357 -0.108
H 0.610 -0.393 -1.471
H -1.072 0.276 -1.596
H 1.232 1.729 -0.809

Results of the natural (NBO) charge analysis, in e, for atoms 1 through 8:
1. N -0.33
2. C 0.07
3. C 0.23
4. O -0.64
5. C -0.56
6. C 0.43
7. O -0.50
8. H 0.23

Ordered energy above the lowest of the compared OMol25 structures with the same formula, charge and spin results: 83.9 28.8 19.2 0.0 1.7 55.6 48.7 74.4; unit kcal per mole.